1.
Below is a structure of composition C2H4LiOTl, with properties calculated with ωB97M-V/def2-TZVPD.

Computed properties:
Expectation value of S²: 0.766
HOMO-LUMO gap (alpha / beta) (eV): 8.06 / 7.75
HOMO energy (alpha / beta) (eV): -12.364 / -13.363

```
! RIJCOSX wB97M-V def2-TZVPD def2/J DEFGRID3
* xyz 1 2
O -1.360 0.072 -0.352
Li -2.830 0.968 -0.577
Tl -0.942 -1.789 -0.626
C 0.198 0.561 0.169
C 1.080 -0.617 0.169
H 0.500 1.347 -0.543
H 0.048 1.013 1.164
H 1.408 -0.961 1.161
H 1.898 -0.594 -0.565
*
```

These are the Mulliken partial charges, in e, on atoms 1 to 5:
1 O -0.6890
2 Li 0.8990
3 Tl 0.5357
4 C -0.0205
5 C -0.8874

---

2.
Below is a cluster of 2 separate species, C4H9ClO2Si in total, with properties calculated with ωB97M-V/def2-TZVPD.

Computed properties:
SMILES string: C=C[Si@]1(CO)CO1.Cl
HOMO-LUMO gap (eV): 9.94
HOMO energy (eV): -9.349

```
! RIJCOSX wB97M-V def2-TZVPD def2/J DEFGRID3
* xyz 0 1
C -1.999 0.701 1.575
C -1.677 -0.232 0.710
Si -0.144 -0.062 -0.371
C 1.107 0.973 0.522
O 1.227 0.547 1.850
C -0.441 -0.308 -2.213
O 0.332 -1.325 -1.383
H -2.945 0.708 2.086
H -1.377 1.609 1.800
H -2.375 -1.040 0.398
H 0.576 1.909 0.494
H 2.081 1.021 0.161
H 1.729 -0.208 2.050
H -1.372 -0.765 -2.638
H 0.150 0.292 -2.900
Cl 3.122 -1.531 -0.977
H 2.006 -2.289 -1.164
*
```

These are the natural (NBO) partial charges, in e, on atoms 1 to 5:
1 C -0.3286
2 C -0.6684
3 Si 1.7046
4 C -0.5086
5 O -0.7371

---

3.
Below is the molecule C4H7NO2, with properties calculated with ωB97M-V/def2-TZVPD.

Computed properties:
SMILES string: C[C@H]1CNC(=O)O1
HOMO-LUMO gap (eV): 10.72
HOMO energy (eV): -9.948

```
! RIJCOSX wB97M-V def2-TZVPD def2/J DEFGRID3
* xyz 0 1
C -1.570 -0.936 -0.001
C -0.349 -0.260 -0.590
C -0.020 1.116 0.042
N 1.366 0.931 0.388
C 1.816 -0.347 0.195
O 2.904 -0.797 0.446
O 0.807 -1.075 -0.358
H -1.458 -1.045 1.082
H -1.703 -1.930 -0.437
H -2.469 -0.344 -0.201
H -0.456 -0.163 -1.676
H -0.651 1.322 0.918
H -0.159 1.930 -0.678
H 1.943 1.599 0.872
*
```

These are the natural (NBO) partial charges, in e, on atoms 1 to 5:
1 C -0.6238
2 C 0.0898
3 C -0.2323
4 N -0.6495
5 C 0.8797

---

4.
Below is a structure of composition C17H12BeN2O2S5, with properties calculated with ωB97M-V/def2-TZVPD.

Computed properties:
HOMO-LUMO gap (eV): 5.46
HOMO energy (eV): -0.956

```
! RIJCOSX wB97M-V def2-TZVPD def2/J DEFGRID3
* xyz -2 1
Be 0.656 -0.484 0.174
S 6.429 0.149 4.369
C 5.103 -0.053 3.367
S 3.580 -0.639 3.888
C 2.697 -0.519 2.382
C 3.400 0.015 1.359
S 2.771 0.217 -0.245
S 5.041 0.480 1.741
S 1.060 -1.073 2.260
C -0.541 4.949 -0.229
C 0.615 4.180 -0.168
C 0.566 2.799 -0.062
C -0.657 2.104 -0.012
C -1.827 2.902 -0.060
C -1.760 4.282 -0.170
N -0.683 0.711 0.106
N -1.984 0.294 0.119
C -2.295 -0.917 0.349
C -3.656 -1.417 0.208
C -3.944 -2.663 -0.221
C -3.043 -3.648 -0.812
C -1.713 -3.515 -1.039
C -0.884 -2.478 -0.500
H -0.495 6.030 -0.308
H 1.587 4.662 -0.200
H 1.488 2.241 -0.005
H -2.785 2.412 -0.013
H -2.685 4.850 -0.204
H -4.462 -0.732 0.448
H -4.996 -2.935 -0.246
H -3.529 -4.522 -1.236
H -1.220 -4.232 -1.689
C 1.912 -1.908 -2.630
O 0.700 -2.441 -2.132
C 0.249 -1.901 -0.956
O -1.370 -1.882 0.687
H 2.141 -2.456 -3.546
H 2.725 -2.015 -1.914
H 1.808 -0.844 -2.861
*
```

These are the natural (NBO) partial charges, in e, on atoms 1 to 5:
1 Be 1.4481
2 S -0.2848
3 C -0.5756
4 S 0.4704
5 C -0.4137

---

Short version: ΔE to the lowest compared entry with this formula, charge and spin = 49.14 476.20 3.43 43.66 kJ/mol, in the order given.
Short version: maximum force = 6.597 3.161 0.462 0.564 eV/Å, in the order given.